Model w:
{
  "formula": "C3H7NOS",
  "method": "ωB97M-V with the def2-TZVPD basis set",
  "lumo_ev": 0.70,
  "homo_ev": -9.7,
  "spin_multiplicity": 1,
  "homo_lumo_gap_ev": 10.40,
  "symbols": ["C", "C", "C", "N", "O", "S", "H", "H", "H", "H", "H", "H", "H"],
  "coordinates": [[-0.5314, -0.1367, -1.9562], [0.3839, 0.6142, -1.4225], [1.1842, -0.1092, 0.3456], [-1.1076, -1.0514, 1.2037], [-0.6221, 1.4801, 1.4937], [-0.1636, 0.1137, 1.4525], [-1.0231, 0.1527, -2.8748], [-0.8499, -1.0618, -1.5101], [0.8227, 1.5560, -1.6606], [2.0107, 0.5482, 0.5537], [1.4012, -1.1423, 0.1506], [-2.0416, -0.9063, 1.5394], [0.5366, -0.0572, 2.6850]]
}

=====

Model x:
{
  "formula": "C3H7NOS",
  "method": "ωB97M-V with the def2-TZVPD basis set",
  "lumo_ev": 0.74,
  "homo_ev": -8.7,
  "spin_multiplicity": 1,
  "homo_lumo_gap_ev": 9.47,
  "symbols": ["C", "C", "C", "N", "O", "S", "H", "H", "H", "H", "H", "H", "H"],
  "coordinates": [[0.2757, 0.9321, 0.2398], [1.3824, -0.1064, 0.3343], [1.2998, -1.4250, 0.1814], [-0.6574, 0.5782, -0.8541], [-2.2803, -0.1176, 0.9088], [-2.0315, -0.4444, -0.4518], [-0.2966, 1.0379, 1.0582], [0.6463, 1.9901, 0.1074], [2.1876, 0.5893, 0.6463], [2.1180, -2.0853, 0.4699], [0.3341, -1.8313, 0.1211], [-0.1736, 0.3747, -1.7419], [-2.8046, 0.5077, -1.0194]]
}

=====

Model y:
{
  "formula": "C3H7NOS",
  "method": "ωB97M-V with the def2-TZVPD basis set",
  "lumo_ev": 0.60,
  "smiles": "OC1=CC1.NS",
  "homo_ev": -8.7,
  "spin_multiplicity": 1,
  "homo_lumo_gap_ev": 9.28,
  "symbols": ["O", "C", "C", "C", "H", "H", "H", "H", "N", "S", "H", "H", "H"],
  "coordinates": [[-3.7689, 0.1052, -0.3385], [-2.4605, 0.1879, 0.0143], [-1.5802, -0.3970, 0.8335], [-1.0457, 0.6425, -0.0480], [-3.8510, 0.7490, -1.0057], [-1.5213, -0.8102, 1.8157], [-0.4874, 0.4817, -0.9674], [-0.9106, 1.5878, 0.3058], [2.0144, -0.9249, -0.0502], [2.5581, 0.7000, 0.0948], [1.3080, -0.9107, 0.6613], [1.7105, -1.2955, -0.9425], [3.9088, 0.4245, 0.0242]]
}

=====

Relative energies, in hartree, with the most stable structure set to zero: model w 0.0486; model x 0.0000; model y 0.0308.

=====

Model w:
{
  "formula": "C31H32F6N2O4S6Sc",
  "method": "ωB97M-V with the def2-TZVPD basis set",
  "lumo_ev": 2.14,
  "total_charge": -1,
  "homo_ev": -5.1,
  "spin_multiplicity": 1,
  "homo_lumo_gap_ev": 7.20,
  "symbols": ["Sc", "C", "C", "S", "C", "C", "S", "C", "C", "S", "H", "H", "H", "H", "H", "H", "H", "H", "H", "H", "H", "H", "F", "C", "F", "F", "S", "O", "O", "N", "S", "O", "O", "C", "F", "F", "F", "S", "C", "C", "C", "C", "C", "C", "N", "C", "C", "C", "C", "C", "C", "C", "H", "H", "H", "H", "H", "H", "H", "H", "C", "C", "C", "C", "C", "C", "C", "C", "C", "C", "H", "H", "H", "H", "H", "H", "H", "H", "H", "H", "H", "H"],
  "coordinates": [[0.2210, 0.1416, -0.2154], [-0.9340, -3.8951, -0.7060], [-2.3436, -3.3816, -0.4818], [-2.3481, -2.0279, 0.7639], [-3.9078, -1.1932, 0.2672], [-3.7695, -0.3627, -0.9868], [-3.2028, 1.3868, -0.8470], [-0.6041, -0.1711, -2.3380], [-0.5095, -2.4599, -3.1033], [-0.5469, -4.1935, -2.4638], [-0.7501, -4.8396, -0.1952], [-0.2184, -3.1509, -0.3599], [-3.0106, -4.1651, -0.1216], [-2.7515, -2.9521, -1.3943], [-4.2015, -0.5882, 1.1220], [-4.6410, -1.9924, 0.1317], [-4.7512, -0.2408, -1.4499], [-3.1236, -0.8739, -1.6984], [0.0323, 0.2124, -3.1630], [-1.6132, -0.2098, -2.7908], [0.2261, -2.4633, -3.9183], [-1.5058, -2.2546, -3.5317], [0.9791, 2.8749, -1.5193], [2.3162, 2.9912, -1.6643], [2.5386, 3.8347, -2.6691], [2.7749, 3.5699, -0.5508], [3.0223, 1.2485, -1.8737], [2.0617, 0.5236, -1.0483], [4.3488, 1.3513, -1.3580], [2.9154, 1.0052, -3.3898], [2.0694, -0.2931, -3.9105], [2.9415, -1.1380, -4.7107], [-0.1931, -1.5664, -2.0871], [1.2488, 0.7532, -5.2923], [2.1052, 1.0783, -6.2544], [0.7052, 1.8828, -4.8218], [0.2481, 0.0499, -5.8656], [2.4325, -3.8502, 1.8418], [2.8165, -4.0608, 0.1609], [3.5170, -5.0869, -0.4453], [3.7851, -4.9828, -1.7974], [3.3792, -3.8673, -2.5235], [2.6632, -2.8560, -1.9244], [2.3533, -2.9494, -0.5736], [1.6897, -2.0149, 0.1687], [1.7003, -2.2857, 1.4368], [1.3640, -1.3165, 2.4474], [1.5789, -1.6330, 3.7927], [1.5162, -0.6466, 4.7500], [1.2994, 0.6621, 4.3405], [1.0392, 0.9532, 3.0085], [0.9905, -0.0180, 1.9872], [3.8529, -5.9342, 0.1320], [4.3310, -5.7725, -2.2889], [3.6224, -3.7798, -3.5693], [2.3823, -1.9688, -2.4648], [1.8152, -2.6559, 4.0640], [1.6601, -0.8880, 5.7950], [1.3140, 1.4598, 5.0735], [0.8510, 1.9909, 2.7477], [-3.7346, 2.6936, 1.6328], [-2.2796, 2.1724, 1.6746], [-2.2577, 1.0542, 2.7294], [-1.7734, 1.6189, 0.2902], [-1.4543, 3.3806, 2.1115], [-1.2444, 4.4437, 1.2327], [-0.5572, 5.5800, 1.6187], [-0.0763, 5.7049, 2.9093], [-0.3144, 4.6829, 3.8093], [-0.9907, 3.5389, 3.4163], [-4.4190, 1.8724, 1.4356], [-3.8626, 3.4341, 0.8495], [-3.9976, 3.1479, 2.5883], [-2.7632, 0.1772, 2.3374], [-2.7749, 1.3547, 3.6412], [-1.2436, 0.7549, 2.9774], [-1.3239, 2.4775, -0.2452], [-1.6299, 4.3959, 0.2249], [-0.4099, 6.3842, 0.9118], [0.4596, 6.5943, 3.2114], [0.0200, 4.7831, 4.8332], [-1.1508, 2.7637, 4.1496]]
}

=====

Model x:
{
  "formula": "C31H32F6N2O4S6Sc",
  "method": "ωB97M-V with the def2-TZVPD basis set",
  "lumo_ev": [2.17, 2.16],
  "total_charge": -1,
  "homo_ev": [-4.9, -2.2],
  "spin_multiplicity": 1,
  "homo_lumo_gap_ev": [7.09, 4.36],
  "symbols": ["Sc", "C", "C", "S", "C", "C", "S", "C", "C", "S", "H", "H", "H", "H", "H", "H", "H", "H", "H", "H", "H", "H", "F", "C", "F", "F", "S", "O", "O", "N", "S", "O", "O", "C", "F", "F", "F", "S", "C", "C", "C", "C", "C", "C", "N", "C", "C", "C", "C", "C", "C", "C", "H", "H", "H", "H", "H", "H", "H", "H", "C", "C", "C", "C", "C", "C", "C", "C", "C", "C", "H", "H", "H", "H", "H", "H", "H", "H", "H", "H", "H", "H"],
  "coordinates": [[0.1068, -0.7174, -1.0974], [-3.2570, -1.0372, 1.0940], [-3.0090, -2.5240, 1.3152], [-1.9532, -3.2163, 0.0192], [-0.6664, -3.9986, 1.0203], [0.2325, -3.0165, 1.7538], [1.3051, -2.0329, 0.6738], [0.0073, 0.4483, 3.1460], [-1.3896, 0.0056, 2.8994], [-1.7784, -0.0136, 1.1158], [-3.6964, -0.8606, 0.1098], [-3.9533, -0.6453, 1.8403], [-2.5355, -2.6944, 2.2832], [-3.9657, -3.0504, 1.3224], [-1.1421, -4.6924, 1.7197], [-0.0793, -4.5863, 0.3127], [-0.3651, -2.3573, 2.3839], [0.8843, -3.5845, 2.4229], [0.5032, 0.0626, 4.0279], [1.7651, 1.0278, 2.1201], [-1.5529, -0.9825, 3.3353], [-2.1236, 0.6784, 3.3674], [2.1537, -2.2446, -5.0675], [2.0656, -0.9341, -4.8688], [2.7179, -0.3039, -5.8476], [0.7943, -0.5646, -4.8938], [2.8326, -0.5337, -3.2421], [2.0110, -1.2321, -2.2665], [4.1945, -0.9357, -3.3459], [2.6178, 1.0153, -3.2249], [2.1413, 1.8888, -2.0362], [3.1555, 2.6431, -1.3776], [1.1885, 1.2093, -1.1540], [1.1126, 3.1153, -2.9477], [1.8964, 3.8687, -3.7199], [0.2052, 2.5226, -3.7002], [0.5104, 3.9019, -2.0551], [-2.4121, -2.6637, -4.4899], [-1.1489, -3.7978, -4.0699], [-0.9123, -5.0460, -4.6147], [0.1483, -5.8022, -4.1291], [0.9463, -5.2975, -3.1064], [0.7131, -4.0455, -2.5577], [-0.3440, -3.2698, -3.0438], [-0.7028, -2.0143, -2.6070], [-1.8187, -1.5569, -3.2635], [-2.3511, -0.2949, -2.9417], [-3.4503, 0.2867, -3.6200], [-3.8744, 1.5510, -3.2792], [-3.2250, 2.2670, -2.2674], [-2.1533, 1.6780, -1.5989], [-1.6752, 0.4005, -1.8914], [-1.5453, -5.4287, -5.4062], [0.3494, -6.7809, -4.5455], [1.7713, -5.8902, -2.7297], [1.3400, -3.6624, -1.7628], [-3.9507, -0.2591, -4.4141], [-4.7127, 1.9975, -3.8032], [-3.5535, 3.2668, -2.0078], [-1.6754, 2.2554, -0.8087], [1.6092, 3.6897, 1.7726], [0.8247, 2.8614, 2.7985], [-0.5914, 3.4276, 2.8874], [0.7485, 1.3996, 2.2757], [1.5451, 2.8740, 4.1434], [2.8652, 2.4244, 4.2207], [3.5489, 2.3951, 5.4245], [2.9277, 2.8185, 6.5925], [1.6195, 3.2676, 6.5347], [0.9375, 3.2930, 5.3231], [1.0824, 3.6959, 0.8159], [2.6037, 3.2825, 1.5895], [1.7174, 4.7218, 2.1135], [-1.0614, 3.3818, 1.9027], [-0.5840, 4.4712, 3.2098], [-1.2164, 2.8594, 3.5790], [0.2961, 1.4551, 1.2817], [3.3661, 2.0820, 3.3235], [4.5705, 2.0370, 5.4518], [3.4596, 2.7954, 7.5352], [1.1186, 3.5998, 7.4360], [-0.0846, 3.6455, 5.3094]]
}

=====

Relative energies, in hartree, with the most stable structure set to zero: model w 0.1261; model x 0.0000.

=====

Model w:
{
  "formula": "H2NOS",
  "method": "ωB97M-V with the def2-TZVPD basis set",
  "lumo_ev": [4.35, 4.35],
  "total_charge": -1,
  "homo_ev": [-2.9, -2.9],
  "spin_multiplicity": 1,
  "homo_lumo_gap_ev": [7.29, 7.29],
  "symbols": ["N", "O", "S", "H", "H"],
  "coordinates": [[-0.5759, 0.8827, -0.8763], [-1.3408, 1.7483, -0.4589], [0.6548, -1.2144, 0.8820], [-0.6652, -0.1413, -0.3532], [1.9270, -1.2754, 0.8063]]
}

=====

Model x:
{
  "formula": "H2NOS",
  "method": "ωB97M-V with the def2-TZVPD basis set",
  "lumo_ev": [4.27, 4.27],
  "total_charge": -1,
  "homo_ev": [-2.8, -2.8],
  "spin_multiplicity": 1,
  "homo_lumo_gap_ev": [7.08, 7.08],
  "symbols": ["N", "O", "S", "H", "H"],
  "coordinates": [[-0.7873, -0.4858, 1.3904], [-1.9155, -0.5274, 0.8546], [1.4623, -0.8049, -0.1761], [-0.3345, 0.5934, 1.5800], [1.0159, -1.6925, 0.6740]]
}

=====

Relative energies, in hartree, with the most stable structure set to zero: model w 0.0000; model x 0.0113.